Record 1
This record from the OMol25 dataset describes 3 unconnected molecules or ions with the total composition C17H23N3O2S. The level of theory is ωB97M-V with the def2-TZVPD basis set.

```
46
Properties=species:S:1:pos:R:3:forces:R:3
C 4.896 0.440 -0.622 0.0 0.0 0.0
C 3.755 -0.269 0.107 0.1 0.0 0.0
O 2.446 -0.055 -0.431 0.0 0.2 0.0
C 2.126 -0.522 -1.713 0.2 0.1 0.0
S 2.123 0.856 -2.941 0.0 -0.1 0.0
N 3.056 -1.577 -2.121 -0.8 -0.2 0.1
C 2.539 -2.802 -1.602 0.1 0.3 0.0
O 3.137 -3.839 -1.635 0.1 -0.3 -0.2
C 1.163 -2.547 -1.014 0.1 0.0 0.0
C 0.758 -1.207 -1.630 0.1 -0.2 -0.2
C -0.357 -0.428 -0.961 -0.1 0.0 0.1
H 4.517 1.105 -1.395 0.0 0.1 0.0
H 5.555 -0.273 -1.113 0.0 0.0 0.0
H 5.490 1.033 0.074 0.0 0.0 0.0
H 3.958 -1.339 0.172 0.0 0.0 0.0
H 3.657 0.101 1.125 0.0 0.1 0.0
H 2.510 1.781 -2.060 0.0 0.0 0.0
H 3.204 -1.621 -3.122 0.5 0.1 0.1
H 0.506 -3.370 -1.288 0.0 -0.1 0.1
H 1.244 -2.512 0.074 -0.1 0.1 0.0
H 0.496 -1.417 -2.676 -0.1 0.0 0.1
H 0.023 0.251 -0.198 0.0 -0.1 0.0
H -1.078 -1.104 -0.498 0.0 0.0 0.0
H -0.893 0.177 -1.690 0.0 0.1 0.0
C -5.898 -2.581 1.044 0.0 0.0 0.0
C -5.195 -3.149 -0.006 0.0 0.0 0.0
C -3.871 -2.779 -0.190 0.0 0.0 0.0
N -3.236 -1.905 0.588 0.0 0.0 0.0
C -3.924 -1.367 1.591 0.0 0.0 0.0
C -5.250 -1.670 1.862 0.0 0.0 0.0
H -6.933 -2.844 1.222 0.0 0.0 0.0
H -5.659 -3.864 -0.671 0.0 0.0 0.0
H -3.290 -3.202 -1.003 0.0 0.0 0.0
H -3.385 -0.657 2.210 0.0 0.0 0.0
H -5.758 -1.200 2.693 0.0 0.0 0.0
C -0.290 5.037 2.250 0.0 0.0 0.0
C 0.396 5.002 1.046 0.0 0.0 0.0
C 0.446 3.804 0.349 0.0 0.0 0.0
N -0.129 2.682 0.774 0.0 0.0 0.0
C -0.783 2.729 1.931 0.0 0.0 0.0
C -0.894 3.876 2.703 0.0 0.0 0.0
H -0.352 5.953 2.823 0.0 0.0 0.0
H 0.883 5.883 0.651 0.0 0.0 0.0
H 0.970 3.739 -0.599 0.0 0.0 0.0
H -1.241 1.800 2.255 0.0 0.0 0.0
H -1.440 3.854 3.637 0.0 0.0 0.0
```
Forces are in eV/Å.

Summary:
energy above the lowest of the compared OMol25 structures with the same formula, charge and spin = 301.62 kJ/mol
strongest force on any atom = 0.015 Eh/bohr
2S+1 = 1
LUMO level = 0.702 eV

Record 2
This record from the OMol25 dataset describes 28 unconnected molecules or ions with the total composition C11H78NO27 at a distorted geometry. The level of theory is ωB97M-V with the def2-TZVPD basis set.

```
117
Properties=species:S:1:pos:R:3:forces:R:3
C 1.669 1.618 -2.711 0.7 0.5 0.8
C 0.463 0.719 -2.637 -1.9 5.2 0.9
C 0.203 0.352 -1.223 -1.8 0.2 3.2
C -0.989 -0.602 -1.040 -3.5 1.3 -0.7
N -1.192 -1.332 0.318 2.8 1.5 0.1
C -0.174 -2.415 0.482 4.5 1.0 -2.1
C -0.640 -3.531 1.270 -0.9 1.3 6.0
C -2.147 -3.280 1.347 0.2 1.1 2.1
C -2.434 -2.010 0.549 -3.1 -0.5 -1.1
C -0.873 -0.372 1.423 0.3 3.5 -0.8
C -1.825 0.978 1.602 2.5 -1.3 0.2
C -1.246 1.644 2.885 -4.8 -1.8 1.9
H 1.667 2.582 -2.155 -0.2 -1.0 0.0
H 1.759 1.868 -3.709 0.1 1.0 -2.3
H 2.591 1.056 -2.585 0.2 -0.1 0.8
H 0.693 -0.053 -3.213 0.8 -3.9 -2.3
H -0.348 1.300 -3.242 0.7 -1.1 1.5
H -0.144 1.178 -0.469 1.2 -0.7 -2.0
H 1.123 0.030 -0.763 0.4 -0.6 -0.1
H -1.171 -1.403 -1.828 0.4 1.1 0.9
H -1.873 0.288 -1.067 1.6 -3.2 -0.1
H 0.850 -1.868 0.744 -2.2 -1.5 -0.4
H -0.028 -2.952 -0.442 0.2 0.9 -1.4
H -0.284 -3.515 2.377 -0.5 1.0 -1.3
H -0.299 -4.503 1.248 0.6 -2.2 -2.2
H -2.230 -2.964 2.409 -1.0 -0.9 -0.5
H -2.764 -4.110 1.041 -0.3 -0.1 0.2
H -3.260 -1.308 0.971 1.6 -1.3 -0.7
H -2.735 -2.402 -0.430 -0.4 0.6 -0.1
H 0.243 -0.175 1.377 -1.5 0.2 0.0
H -1.050 -0.851 2.322 -0.2 -1.3 1.8
H -2.809 0.509 1.727 0.0 1.1 0.0
H -1.713 1.750 0.821 -0.5 -0.9 -0.2
H -1.671 1.080 3.791 1.8 -0.6 -1.0
H -1.885 2.430 3.305 0.4 1.2 -1.3
H -0.229 1.858 2.873 1.7 0.3 0.1
O 3.621 -0.040 -0.229 -3.2 -3.0 5.1
H 3.433 -0.919 -0.559 -0.6 -0.5 0.0
H 4.077 0.314 -0.878 3.9 3.3 -5.0
O -0.253 4.741 -2.624 -1.4 2.9 0.5
H -1.127 4.250 -2.466 1.7 1.7 -0.2
H -0.338 5.836 -2.503 -0.3 -4.7 -0.4
O -5.741 0.111 -0.098 -3.2 9.9 1.8
H -6.580 0.327 0.526 2.7 -0.2 -2.3
H -5.782 -0.728 -0.001 0.2 -9.5 0.5
O -1.021 -2.354 -4.470 8.9 0.1 2.5
H -0.982 -1.497 -4.785 0.7 2.9 -0.9
H -1.823 -2.547 -4.614 -9.7 -3.0 -1.6
O 3.840 4.345 -5.155 2.7 1.1 2.5
H 4.539 4.946 -4.660 -2.3 -1.2 -1.8
H 4.058 3.532 -4.645 -0.5 0.2 -0.8
O 2.845 -2.400 -1.668 -2.6 8.0 -3.6
H 2.771 -3.089 -1.190 -0.4 -7.9 4.9
H 3.644 -2.291 -2.081 3.0 -0.3 -1.5
O -5.478 -2.771 1.586 -3.8 -1.0 9.2
H -6.435 -2.825 1.498 0.1 0.0 0.2
H -5.156 -2.697 0.814 3.6 0.7 -9.2
O -4.312 -1.078 3.509 -0.1 -1.5 -1.2
H -4.154 -1.492 4.371 0.0 0.1 -0.3
H -4.551 -1.837 2.874 0.2 1.5 1.5
O 2.047 1.976 0.729 -0.3 -1.3 0.0
H 2.427 1.210 0.258 -0.5 -0.5 0.6
H 2.634 2.587 0.312 0.5 2.0 0.0
O 1.585 -1.468 3.611 -2.2 -2.6 -5.5
H 1.837 -1.108 4.371 2.0 2.7 5.1
H 2.263 -1.989 3.169 0.3 0.0 0.3
O 2.851 2.202 3.439 -2.4 2.6 0.8
H 3.438 1.529 3.498 3.5 -3.1 0.9
H 2.477 1.957 2.606 -1.1 0.4 -1.7
O -3.468 1.311 -3.632 -6.4 1.4 5.1
H -4.390 1.815 -3.787 3.6 -1.8 0.1
H -2.968 1.294 -4.352 2.9 0.3 -5.2
O 2.153 0.827 -6.143 0.2 -1.8 0.7
H 2.193 -0.164 -6.276 -0.1 1.8 -0.1
H 2.509 1.271 -6.909 0.3 -0.2 -0.7
O -5.110 2.365 1.678 -0.9 -0.1 -0.4
H -5.281 1.497 1.255 0.4 0.7 0.3
H -5.934 2.875 1.539 0.7 -0.4 0.1
O -5.503 -2.364 -1.050 4.8 3.3 -1.4
H -6.234 -2.858 -1.273 -2.4 -1.5 -1.6
H -5.022 -1.868 -1.860 -2.3 -2.0 2.6
O 0.223 -3.382 5.190 2.6 1.0 -1.5
H 0.926 -4.025 5.381 -0.7 -0.3 0.5
H 0.846 -2.780 4.620 -2.2 -0.8 1.0
O 3.794 3.641 -0.755 2.8 0.1 0.1
H 4.591 4.245 -0.610 -1.7 -0.9 0.0
H 4.240 2.841 -1.104 -0.3 0.3 -0.2
O 0.443 -6.291 3.054 -0.3 0.2 -2.3
H 0.911 -6.318 3.871 0.8 0.0 0.6
H 1.066 -6.269 2.282 -0.6 -0.2 1.5
O 3.349 -3.366 1.946 2.1 2.8 -1.5
H 3.059 -3.754 1.068 0.9 1.0 1.5
H 4.049 -2.526 1.783 -2.9 -3.7 0.1
O -2.073 4.523 5.041 -7.3 -2.8 9.4
H -1.607 4.717 4.378 4.9 2.6 -8.7
H -3.075 4.545 4.974 2.4 0.2 -0.6
O 5.208 1.430 -2.026 -2.7 2.2 9.0
H 6.077 1.356 -1.815 4.1 -0.3 1.3
H 5.141 1.247 -2.841 -1.3 -1.8 -10.2
O -1.217 1.758 6.325 2.1 -7.5 1.1
H -1.252 2.575 5.977 0.3 4.4 -2.4
H -0.483 1.090 5.868 -2.6 3.4 1.3
O 2.030 5.498 -1.047 -3.4 -2.9 -2.9
H 1.201 4.914 -1.586 3.0 2.7 2.4
H 2.724 4.850 -1.290 -0.3 0.8 0.4
O 0.718 -6.539 -0.692 8.0 -0.4 -0.5
H -0.126 -6.610 -0.748 -9.4 0.4 0.5
H 0.835 -7.251 -1.342 1.4 0.1 0.1
O 4.560 1.626 -4.725 1.8 -0.8 -0.1
H 5.410 1.248 -5.136 -2.6 0.7 0.4
H 3.712 1.308 -5.105 0.8 -0.3 -0.3
O 0.058 2.730 -6.282 -0.6 -1.9 -0.4
H 0.418 3.559 -6.118 0.4 3.0 0.5
H 0.871 2.228 -6.230 -0.1 -0.9 0.1
O 1.206 0.771 5.399 0.1 -1.5 2.2
H 1.746 1.302 4.812 0.6 0.8 0.0
H 1.538 0.748 6.351 -0.3 0.5 -2.2
```
Forces are in eV/Å.

Summary:
energy above the lowest of the compared OMol25 structures with the same formula, charge and spin = 365.47 kJ/mol
strongest force on any atom = 0.237 Eh/bohr
2S+1 = 1
total charge = +1
LUMO level = -2.694 eV

Record 3
This record from the OMol25 dataset describes a molecular structure, CHF4ORu at a distorted geometry. The level of theory is ωB97M-V with the def2-TZVPD basis set.

```
8
Properties=species:S:1:pos:R:3:forces:R:3
C 0.755 0.047 -0.188 3.6 2.6 1.0
F 1.005 -0.759 0.829 -1.5 0.3 0.0
F 1.928 0.429 -0.654 -1.0 -0.9 -0.8
F 0.086 1.156 0.043 -0.6 -1.7 0.3
F -2.062 -1.435 1.109 -0.6 0.3 1.3
Ru -1.445 -1.952 -0.475 -0.8 -1.4 -0.4
O 0.025 -0.797 -1.131 0.5 0.5 -0.6
H 0.153 -0.538 -2.058 0.4 0.4 -0.7
```
Forces are in eV/Å.

Summary:
strongest force on any atom = 0.089 Eh/bohr
2S+1 = 6
total charge = +2
LUMO level (spin up / spin down) = -12.550 / -15.929 eV